DFT (wB97M-V/def2-TZVPD) results for C75H65Cl2I2N3O3P3TeW as an isolated structure at a distorted geometry.

Geometry as XYZ:
```
155
Properties=species:S:1:pos:R:3:lowdin_charge:R:1
W 0.63 -0.06 -0.53 1.13
Cl 0.54 3.40 -4.18 0.84
C 1.10 1.79 -4.34 -0.54
C 1.47 1.34 -5.62 -0.10
C 1.76 0.03 -5.86 -0.61
Cl 2.21 -0.48 -7.44 0.77
C 1.60 -0.94 -4.83 -0.17
C 1.69 -2.33 -5.01 0.03
C 1.31 -3.13 -3.97 0.00
C 0.96 -2.56 -2.74 -0.19
N 1.04 -1.27 -2.48 0.00
C 1.28 -0.46 -3.55 -0.19
C 1.10 0.90 -3.29 -0.34
O 0.85 1.18 -2.00 -0.40
H 1.50 2.05 -6.43 0.12
H 1.99 -2.74 -5.96 0.11
H 1.28 -4.20 -4.07 0.13
H 0.62 -3.20 -1.94 0.04
I 1.03 0.30 2.22 0.57
C 1.37 -3.32 2.15 -0.71
I 2.05 -2.60 0.22 1.14
H 1.43 -4.40 2.05 -0.02
H 2.05 -2.97 2.92 -0.03
N -1.62 2.59 -1.05 -0.35
P -2.78 1.35 -0.67 1.05
C -4.31 2.29 -0.25 -0.39
C -4.64 3.54 -0.77 -0.09
C -5.89 4.09 -0.53 -0.06
C -6.82 3.39 0.23 -0.07
C -6.49 2.16 0.77 -0.06
C -5.24 1.61 0.53 -0.12
C -3.32 0.74 -2.36 -0.41
C -3.46 1.77 -3.46 -0.07
C -4.07 1.38 -4.58 -0.03
C -4.61 -0.03 -4.65 -0.18
C -5.27 -0.34 -3.34 -0.04
C -4.64 0.01 -2.23 -0.07
P -0.19 2.53 -0.12 0.91
C -0.59 3.35 1.45 -0.40
C -1.87 3.69 1.84 -0.08
C -2.08 4.39 3.02 -0.06
C -1.00 4.72 3.83 -0.06
C 0.29 4.38 3.45 -0.06
C 0.50 3.70 2.26 -0.16
C 0.75 3.90 -0.89 -0.34
C 0.15 5.15 -0.91 -0.08
C 0.79 6.23 -1.51 -0.05
C 2.05 6.06 -2.07 -0.07
C 2.67 4.82 -2.02 -0.10
C 2.02 3.74 -1.43 -0.15
H -1.99 3.51 -1.24 0.04
H -3.94 4.10 -1.39 0.09
H -6.15 5.04 -0.96 0.11
H -7.80 3.82 0.41 0.11
H -7.21 1.61 1.37 0.11
H -4.99 0.63 0.94 0.10
H -3.05 2.77 -3.34 0.10
H -4.21 2.05 -5.42 0.12
H -5.30 -0.17 -5.49 0.14
H -6.22 -0.87 -3.32 0.13
H -5.03 -0.23 -1.25 0.11
H -2.72 3.43 1.22 0.07
H -3.08 4.67 3.31 0.11
H -1.17 5.25 4.76 0.11
H 1.13 4.63 4.08 0.11
H 1.51 3.46 1.95 0.08
H -0.82 5.30 -0.45 0.11
H 0.31 7.19 -1.54 0.12
H 2.55 6.89 -2.54 0.12
H 3.64 4.68 -2.47 0.11
H 2.49 2.77 -1.41 0.07
O 2.79 0.38 -0.33 -0.66
P 4.25 0.80 -0.16 0.86
C 5.26 -0.53 0.50 -0.28
C 4.81 -1.37 1.52 -0.19
C 5.67 -2.29 2.09 -0.06
C 6.99 -2.37 1.67 -0.05
C 7.46 -1.52 0.67 -0.05
C 6.60 -0.61 0.09 -0.05
C 4.46 2.14 1.04 -0.25
C 4.45 1.81 2.40 -0.10
C 4.58 2.79 3.36 -0.06
C 4.76 4.12 2.98 -0.06
C 4.79 4.45 1.64 -0.05
C 4.64 3.47 0.67 -0.09
C 4.90 1.20 -1.79 -0.28
C 5.90 2.14 -2.02 -0.08
C 6.40 2.32 -3.31 -0.05
C 5.90 1.56 -4.36 -0.04
C 4.91 0.61 -4.13 -0.05
C 4.41 0.43 -2.85 -0.06
H 3.80 -1.28 1.89 0.01
H 5.31 -2.95 2.87 0.11
H 7.67 -3.08 2.14 0.12
H 8.49 -1.57 0.35 0.12
H 6.97 0.05 -0.69 0.10
H 4.33 0.78 2.71 0.08
H 4.54 2.53 4.41 0.12
H 4.89 4.89 3.73 0.12
H 4.92 5.49 1.34 0.12
H 4.67 3.75 -0.36 0.07
H 6.32 2.71 -1.20 0.11
H 7.17 3.06 -3.49 0.12
H 6.30 1.69 -5.35 0.12
H 4.53 0.01 -4.94 0.11
H 3.66 -0.32 -2.66 0.10
C -0.58 -7.92 5.87 -0.03
C -0.71 -6.75 4.94 -0.24
C -0.44 -5.46 5.37 0.01
C -0.57 -4.36 4.53 -0.28
C -0.26 -2.98 5.09 -0.04
C -0.98 -4.58 3.21 -0.36
Te -1.01 -2.88 1.88 1.78
N -0.91 -1.03 -0.43 -0.24
C -1.94 -1.80 -0.87 -0.59
O -2.54 -2.69 -0.11 -0.24
C -2.31 -1.62 -2.22 -0.10
C -2.13 -0.28 -2.87 -0.22
C -2.15 -0.41 -4.35 0.01
C -3.36 -1.06 -4.89 -0.21
C -3.56 -2.37 -4.17 0.00
C -3.07 -2.60 -2.94 -0.02
C -2.86 -2.39 2.95 -0.32
C -3.71 -3.48 2.96 -0.11
C -4.97 -3.38 3.53 -0.05
C -5.35 -2.19 4.13 -0.05
C -4.48 -1.11 4.14 -0.03
C -3.22 -1.18 3.54 -0.30
C -2.33 0.03 3.55 -0.09
C -1.26 -5.87 2.75 -0.30
C -1.72 -6.15 1.33 -0.05
C -1.12 -6.93 3.63 0.00
H -0.01 -7.66 6.77 0.08
H -0.08 -8.76 5.38 0.09
H -1.56 -8.27 6.19 0.09
H -0.12 -5.29 6.40 0.13
H -0.49 -2.95 6.16 0.10
H -0.84 -2.21 4.60 0.03
H 0.80 -2.74 4.96 0.08
H -1.21 0.19 -2.55 0.07
H -1.51 0.20 -4.97 0.12
H -3.29 -1.22 -5.96 0.14
H -4.13 -3.15 -4.67 0.12
H -3.25 -3.55 -2.45 0.12
H -3.41 -4.42 2.51 0.09
H -5.64 -4.23 3.51 0.12
H -6.32 -2.10 4.60 0.11
H -4.79 -0.18 4.60 0.12
H -2.91 0.93 3.75 0.08
H -1.85 0.15 2.59 -0.01
H -1.56 -0.04 4.32 0.07
H -1.77 -5.23 0.74 0.03
H -2.72 -6.59 1.34 0.10
H -1.06 -6.86 0.84 0.09
H -1.35 -7.94 3.28 0.13
```

For the relative energy (zero: lowest compared OMol25 entry of this formula, charge and spin), the calculation gives 92.71 kcal/mol. Its HOMO-LUMO gap (spin up / spin down) is 4.89 / 4.87 eV. Its charge is +2. The molar mass is 1785.4 Da. The calculation puts the lowest unoccupied orbital energy (spin up / spin down) at -0.221 / -0.221 Eh. Its spin multiplicity is 2.